{"formula": "C24H48Br4O10S5", "method": "ωB97M-V/def2-TZVPD", "mol_weight_g_mol": 976.59, "smiles": "O=S1(=O)CCCC1.O=S1(=O)CCCC1.O=S1(=O)CCCC1.O=S1(=O)CCCC1.O=S1(=O)CCCC1.BrCCBr.BrCCBr", "e_homo_ev": -10.28, "charge": 0, "elements": ["H", "C", "H", "H", "H", "H", "C", "C", "C", "O", "H", "H", "H", "C", "H", "C", "H", "S", "O", "C", "C", "H", "S", "O", "Br", "O", "S", "C", "C", "C", "C", "H", "H", "H", "O", "H", "H", "H", "H", "C", "C", "H", "H", "Br", "H", "H", "C", "C", "H", "O", "C", "Br", "O", "H", "H", "H", "H", "C", "H", "H", "H", "H", "S", "H", "H", "H", "H", "S", "O", "O", "C", "C", "C", "O", "H", "H", "C", "C", "H", "H", "H", "H", "H", "Br", "H", "C", "H", "H", "H", "H", "H"], "positions_angstrom": [[-5.05, 18.75, 14.42], [-5.44, 18.66, 15.44], [-10.65, 17.02, 14.39], [-7.49, 19.94, 12.39], [-13.01, 16.74, 14.09], [-6.47, 16.77, 14.85], [-2.95, 13.91, 15.66], [-7.08, 17.97, 21.84], [-4.80, 13.28, 17.29], [-7.91, 19.63, 17.56], [-7.83, 21.11, 21.09], [-12.86, 15.84, 15.58], [-9.60, 19.03, 22.39], [-4.59, 24.97, 11.80], [-8.89, 17.24, 20.86], [-8.01, 21.58, 11.06], [-9.10, 18.42, 10.48], [-9.47, 20.22, 9.31], [-8.38, 21.07, 15.53], [-11.64, 18.97, 14.76], [-9.16, 21.83, 10.03], [-7.90, 18.29, 19.89], [-6.48, 19.64, 22.29], [-10.83, 19.85, 9.56], [-3.55, 26.57, 11.18], [-15.10, 18.05, 15.15], [-13.86, 18.02, 15.87], [-12.89, 19.55, 15.50], [-1.85, 22.05, 17.94], [-11.33, 17.48, 15.11], [-9.03, 19.32, 21.51], [-13.47, 20.05, 14.73], [-9.71, 19.72, 20.76], [-5.40, 13.19, 18.19], [-2.20, 13.33, 18.16], [-5.69, 20.79, 15.15], [-10.80, 19.64, 14.89], [-8.77, 22.55, 9.32], [-8.15, 22.36, 11.80], [-12.71, 16.82, 15.14], [-6.59, 17.64, 15.50], [-6.57, 17.16, 16.47], [-12.04, 18.80, 13.76], [-2.36, 19.60, 16.46], [-7.83, 18.86, 14.16], [-5.66, 20.32, 16.93], [-5.40, 13.93, 16.04], [-8.04, 20.44, 21.92], [-10.81, 17.29, 16.06], [-5.55, 20.14, 21.30], [-2.55, 21.53, 16.68], [-4.85, 22.33, 12.76], [-6.10, 19.68, 23.69], [-7.46, 19.00, 9.94], [-10.02, 22.27, 10.53], [-8.51, 21.00, 22.72], [-2.59, 22.06, 18.73], [-8.38, 19.24, 10.46], [-4.21, 15.48, 15.12], [-4.56, 14.12, 14.06], [-8.76, 17.88, 15.44], [-6.32, 17.24, 21.57], [-7.76, 19.91, 16.15], [-5.16, 24.67, 10.93], [-5.93, 14.79, 16.47], [-2.10, 14.51, 15.36], [-2.24, 21.96, 15.73], [-3.19, 14.13, 17.48], [-8.98, 20.17, 7.96], [-13.78, 17.86, 17.32], [-4.27, 14.39, 15.07], [-7.85, 18.38, 15.14], [-8.23, 20.19, 11.63], [-3.35, 15.54, 17.70], [-2.87, 23.57, 11.83], [-4.52, 12.23, 17.18], [-3.70, 23.93, 12.42], [-5.91, 20.05, 15.91], [-7.08, 21.71, 10.51], [-5.21, 25.40, 12.58], [-6.21, 13.40, 15.54], [-0.96, 21.48, 18.16], [-12.63, 20.13, 16.38], [-1.32, 23.93, 17.76], [-2.81, 12.83, 15.61], [-8.26, 18.13, 20.91], [-4.69, 18.31, 16.14], [-7.35, 17.62, 22.84], [-3.42, 24.25, 13.42], [-3.60, 21.85, 16.68], [-9.14, 20.23, 12.23]]}

***

{"formula": "C29H69N7O11", "method": "ωB97M-V/def2-TZVPD", "mol_weight_g_mol": 691.91, "smiles": "CNC(C)=O.CNC(C)=O.CNC(C)=O.CNC(C)=O.CNC(C)=O.CNC(C)=O.CNC(C)=O.COCCOC.COCCOC", "e_homo_ev": -8.65, "charge": 0, "elements": ["H", "C", "H", "C", "H", "H", "H", "H", "H", "C", "O", "N", "H", "H", "C", "C", "C", "N", "H", "H", "H", "N", "H", "C", "N", "H", "H", "H", "H", "N", "O", "C", "H", "H", "H", "H", "H", "C", "H", "C", "C", "C", "O", "H", "C", "C", "C", "O", "O", "H", "C", "H", "O", "H", "H", "H", "O", "C", "H", "C", "H", "H", "H", "H", "H", "H", "H", "O", "O", "O", "C", "N", "C", "H", "H", "H", "H", "H", "H", "H", "H", "C", "H", "C", "H", "H", "H", "H", "C", "H", "H", "C", "H", "C", "H", "H", "H", "N", "H", "H", "C", "H", "C", "H", "C", "C", "H", "H", "O", "H", "H", "H", "H", "H", "H", "H"], "positions_angstrom": [[3.04, 3.35, 7.21], [-2.46, -3.68, 11.89], [-4.40, -4.01, 8.30], [-6.55, -3.37, 6.64], [1.29, 2.42, 9.46], [-7.85, 1.00, 5.69], [-4.39, 4.27, 11.35], [-0.22, 5.83, 7.36], [3.46, 1.85, 6.26], [-0.03, 0.19, 10.12], [-1.51, 8.79, 6.36], [-5.99, -4.08, 5.63], [-2.68, 3.33, 8.02], [0.67, 3.80, 7.48], [-2.55, 7.00, 7.62], [-8.95, 5.30, 3.20], [-4.77, 2.74, 12.61], [0.74, -2.58, 7.79], [-6.93, 4.81, 12.48], [-3.45, 8.15, 6.09], [-6.49, 3.04, 9.45], [-7.26, 5.11, 4.97], [-8.72, -0.16, 6.72], [2.82, 2.29, 7.02], [-2.68, 0.75, 8.33], [-5.24, -3.66, 5.12], [0.87, 0.40, 10.72], [-4.96, -1.92, 6.60], [-1.66, -1.06, 8.40], [-7.66, 1.35, 7.71], [0.14, 0.75, 8.84], [1.24, -3.83, 7.67], [0.20, -2.41, 8.62], [-4.05, 3.30, 9.13], [1.34, -4.11, 9.81], [-0.79, 10.28, 5.19], [-0.41, -1.54, 6.40], [-3.69, 2.95, 8.16], [-3.06, -0.97, 9.45], [0.41, 2.13, 8.88], [-3.78, 1.45, 8.01], [0.55, 2.71, 7.47], [-7.32, -3.87, 7.44], [-5.95, -3.82, 9.16], [-7.25, 2.36, 9.85], [-6.42, -5.42, 5.28], [-1.51, 10.14, 5.99], [1.47, 2.05, 6.65], [-2.26, 5.94, 6.72], [-5.31, 4.61, 5.63], [0.63, -1.63, 6.70], [1.92, -5.41, 8.92], [-8.65, 3.39, 4.59], [-5.67, 5.07, 13.69], [-6.12, -5.61, 4.25], [-0.42, 2.60, 6.97], [-5.26, 2.42, 13.69], [-8.48, 0.89, 6.58], [-7.75, 2.79, 10.71], [-5.87, 4.98, 12.62], [-2.04, -4.64, 12.20], [-5.59, 5.92, 12.14], [-6.65, 1.23, 7.66], [-8.62, 4.88, 2.24], [-1.31, 10.86, 6.80], [-4.86, -4.24, 11.24], [-3.85, 0.81, 12.25], [-9.41, 2.25, 8.88], [-2.31, -3.58, 9.51], [-4.84, 0.86, 7.82], [-6.36, 4.42, 5.84], [-5.06, 3.93, 12.02], [-8.22, 1.99, 8.74], [-0.91, 0.55, 10.67], [-10.03, 5.19, 3.18], [-3.20, 9.04, 7.59], [-2.90, 2.29, 11.85], [-7.50, -5.45, 5.39], [-1.81, 7.06, 8.42], [-9.33, 1.52, 6.37], [-5.94, -6.21, 5.86], [-3.00, -3.80, 10.48], [3.04, 1.76, 7.95], [-0.88, 5.79, 6.48], [-0.71, 4.90, 5.89], [0.00, -0.89, 10.07], [0.14, -5.16, 9.04], [1.01, -0.64, 6.98], [1.11, -4.68, 8.91], [-3.52, 6.74, 8.04], [-1.82, 1.19, 8.64], [-8.27, 4.52, 4.32], [-8.57, 6.32, 3.25], [-3.88, 1.81, 11.83], [-0.44, 6.65, 5.96], [-2.50, 10.40, 5.58], [-3.26, -1.10, 7.65], [-4.30, -4.17, 10.41], [-0.43, 2.69, 9.32], [-6.66, -1.39, 6.03], [-2.68, -0.69, 8.46], [-4.30, 3.40, 7.37], [-5.00, -4.35, 9.14], [-6.19, -1.51, 7.73], [-2.72, 8.33, 6.90], [-6.04, -1.94, 6.74], [-6.53, 4.71, 6.89], [-4.27, 1.73, 10.81], [1.80, -4.20, 6.66], [-7.06, 6.08, 4.79], [-3.23, -3.42, 12.62], [-6.78, 1.45, 10.24], [-6.51, 3.34, 5.80], [-5.27, -5.40, 9.05], [-1.61, -3.01, 11.93], [1.23, -1.89, 5.84]]}

***

{"formula": "C8H8N3OP3", "method": "ωB97M-V/def2-TZVPD", "mol_weight_g_mol": 255.09, "e_homo_ev": -9.28, "charge": 0, "elements": ["H", "P", "N", "H", "P", "O", "N", "H", "N", "C", "H", "H", "C", "P", "C", "H", "C", "C", "C", "C", "H", "H", "C"], "positions_angstrom": [[1.52, -3.44, -0.03], [-3.14, -1.18, -1.27], [-3.38, -1.47, 0.33], [3.73, -2.87, 0.23], [-1.31, 0.76, -0.25], [0.28, 0.89, -0.36], [-1.88, -0.15, -1.48], [-2.82, 4.09, 0.48], [-1.74, 0.40, 1.25], [1.23, -0.14, -0.17], [-0.27, -1.44, -0.35], [4.48, -0.67, 0.14], [2.56, 0.27, -0.09], [-2.64, -0.89, 1.67], [1.74, -2.44, -0.03], [2.75, 1.27, -0.17], [-2.41, 3.11, 0.52], [3.07, -2.12, 0.09], [-1.85, 2.50, -0.53], [0.82, -1.44, -0.19], [-2.54, 2.68, 1.55], [-1.70, 3.06, -1.43], [3.49, -0.78, 0.09]]}

***

{"formula": "C5H14N3O", "method": "ωB97M-V/def2-TZVPD", "mol_weight_g_mol": 132.19, "e_homo_ev": -13.49, "charge": 1, "elements": ["N", "H", "H", "H", "O", "H", "H", "H", "H", "H", "N", "H", "H", "C", "C", "H", "H", "C", "H", "C", "N", "H", "C"], "positions_angstrom": [[0.24, 0.80, 0.30], [-1.16, -0.44, 2.08], [2.82, 2.28, -0.59], [-0.55, 2.61, 0.63], [1.99, -0.08, -0.75], [-0.77, -0.90, -0.39], [1.35, 3.09, -0.01], [1.51, 2.86, -1.75], [-3.17, -1.37, -2.47], [1.50, -1.96, -0.81], [-2.55, -1.43, -1.61], [-3.19, -1.85, -0.93], [-0.69, 1.26, 1.85], [-0.46, -1.19, 1.65], [0.01, -0.69, 0.40], [0.36, -1.32, 2.39], [1.92, -1.35, 0.78], [1.82, 2.42, -0.77], [-1.91, -2.18, -1.86], [1.40, -1.16, -0.07], [-0.67, 1.62, 0.84], [-1.09, -2.13, 1.53], [1.27, 1.11, -0.45]]}

***

{"formula": "C23H55N5O9", "method": "ωB97M-V/def2-TZVPD", "mol_weight_g_mol": 545.72, "s_squared": 0.75, "e_homo_ev": [0.33, -7.00], "multiplicity": 2, "charge": -1, "elements": ["H", "H", "H", "O", "H", "C", "C", "H", "H", "C", "H", "H", "H", "O", "H", "O", "H", "H", "H", "C", "C", "H", "H", "C", "H", "H", "H", "H", "H", "H", "H", "H", "O", "H", "H", "N", "C", "H", "H", "H", "C", "H", "O", "C", "C", "H", "H", "H", "C", "H", "C", "C", "H", "C", "H", "O", "H", "C", "H", "H", "H", "C", "H", "C", "C", "H", "C", "H", "O", "H", "H", "H", "C", "H", "H", "H", "H", "N", "H", "H", "O", "O", "N", "N", "H", "N", "H", "H", "H", "C", "C", "C"], "positions_angstrom": [[1.57, -2.89, 0.06], [-1.32, 0.07, 0.41], [1.82, -0.95, -2.98], [-3.70, -5.95, 0.99], [-1.93, -2.32, 3.85], [1.06, 2.21, 1.59], [-3.41, -4.88, 0.46], [1.93, -2.33, -4.01], [-5.11, -0.69, 2.74], [0.98, -0.29, 1.83], [-2.28, 0.46, -5.44], [-0.73, 1.51, -0.24], [-2.86, -3.02, 2.61], [2.96, 5.30, 2.48], [4.38, -0.21, -1.01], [4.30, -0.57, 2.51], [2.73, 7.34, 2.31], [2.03, -0.22, 2.15], [-4.96, 0.40, -6.86], [1.59, -2.30, -0.85], [4.24, 4.86, 2.11], [-1.63, 5.62, 0.53], [5.01, 5.61, 2.29], [-1.83, -1.57, -5.01], [-0.39, -4.14, 1.32], [-1.12, -5.79, 1.68], [3.51, 1.18, -0.46], [0.56, -2.15, -1.19], [-6.18, -1.62, 3.90], [-2.18, -2.36, -0.12], [-2.11, -2.61, -5.18], [-2.78, -0.56, -6.79], [-4.06, -0.39, -5.00], [0.44, 7.21, 1.38], [-6.01, 0.30, -5.41], [-2.20, -4.33, 0.44], [-2.70, -0.51, -5.70], [-1.58, 1.47, 1.39], [-4.15, -4.40, -0.20], [-1.00, -3.37, -1.02], [0.81, 6.39, 1.99], [1.90, -1.29, -0.61], [-5.17, -1.74, 5.95], [-2.81, -2.13, 3.24], [-4.99, 0.44, -5.78], [5.80, 2.38, -0.41], [0.56, 6.50, 3.04], [-2.72, -3.32, -1.42], [-0.86, 1.01, 0.72], [-1.46, 4.15, 1.45], [6.25, 1.55, 0.13], [5.17, 0.21, 2.03], [4.39, 4.05, 2.82], [4.08, 0.32, -0.11], [5.99, 0.58, 2.67], [3.68, -4.47, -2.82], [3.35, -1.43, -3.45], [-5.30, -1.63, 3.25], [2.74, -4.60, -1.01], [-2.00, 0.56, -2.97], [6.93, 1.91, 0.90], [-4.11, -1.93, 5.38], [-0.85, -1.40, -5.46], [2.34, 6.44, 1.84], [-2.00, -3.32, -0.60], [-0.39, -0.10, -3.41], [-1.16, 5.19, 1.42], [0.93, 2.86, 0.73], [-1.86, -1.47, -3.58], [3.39, -0.39, 0.36], [-2.66, -1.38, 2.47], [4.25, 4.56, 1.06], [2.96, -4.01, -1.92], [-4.73, 1.45, -5.46], [2.11, 2.05, 1.84], [2.47, 6.48, 0.76], [-0.43, -5.48, 0.14], [2.40, -2.79, -1.97], [-1.23, -0.61, -1.88], [-1.59, 5.70, 2.28], [0.30, 5.19, 1.47], [0.37, -1.42, 1.84], [5.21, 0.65, 0.75], [0.40, 0.91, 1.51], [-5.63, -2.35, 2.50], [-4.06, -1.90, 4.04], [6.82, 0.93, -0.55], [0.67, 2.84, 2.39], [-3.21, -2.17, 5.95], [2.40, -1.85, -3.15], [-1.35, -0.31, -2.92], [-0.96, -4.99, 0.96]]}

***

{"formula": "C30H15Br4F5N3O3S4Sc", "method": "ωB97M-V/def2-TZVPD", "mol_weight_g_mol": 1053.30, "e_homo_ev": -2.46, "charge": -2, "elements": ["C", "C", "S", "C", "H", "N", "H", "O", "C", "C", "O", "H", "H", "Br", "N", "H", "C", "H", "C", "C", "C", "F", "H", "C", "F", "C", "H", "C", "C", "C", "C", "S", "C", "C", "S", "C", "H", "Br", "F", "C", "N", "C", "C", "C", "H", "C", "C", "C", "F", "H", "H", "F", "C", "Br", "Br", "C", "Sc", "H", "H", "H", "C", "S", "O", "C", "C"], "positions_angstrom": [[3.86, -3.75, -0.57], [3.55, 0.27, -5.08], [0.55, -2.27, 1.19], [-2.87, 1.36, 2.10], [0.04, 1.90, 3.48], [2.54, -0.17, -2.54], [2.82, 3.18, -2.21], [-0.13, 0.48, -2.27], [-4.09, 3.23, 3.07], [3.77, -5.12, -0.36], [-6.13, 3.50, 7.31], [-3.61, -0.58, 2.62], [3.93, 0.45, -6.08], [-1.08, -3.57, -6.60], [1.72, 2.83, -0.01], [-2.39, 3.43, 1.77], [-3.98, 2.79, 6.58], [-4.22, 4.29, 3.20], [3.32, 1.34, -4.22], [-1.80, 0.88, 1.30], [-4.94, 2.34, 3.73], [4.71, -5.95, -0.84], [1.48, 2.44, 4.36], [-3.75, 0.49, 2.75], [0.70, -5.31, 1.52], [-0.11, -1.71, -3.00], [-3.46, 3.71, 6.86], [2.78, -1.18, -3.36], [-0.42, -0.33, -3.24], [2.81, 1.08, -2.96], [1.72, -4.76, 0.85], [2.04, 0.83, 1.78], [-5.44, 3.13, 6.39], [2.54, 2.15, -2.00], [1.11, 3.68, 2.31], [2.88, -2.93, -0.06], [-3.91, 2.10, 7.42], [0.28, -4.40, -3.64], [2.60, -6.94, 0.57], [-0.82, -2.26, -5.26], [1.98, 1.83, -0.90], [1.76, -3.37, 0.65], [2.69, -5.61, 0.36], [-0.29, -2.64, -4.01], [-5.44, 0.28, 4.06], [1.65, 2.39, 1.22], [-1.14, -0.93, -5.49], [0.62, 2.77, 3.78], [4.90, -3.25, -1.25], [3.45, -1.88, -5.28], [0.01, 3.45, 4.36], [3.01, -1.59, -0.26], [3.29, -1.01, -4.64], [-1.25, 1.87, -4.76], [-1.86, -0.39, -7.16], [-0.93, 0.03, -4.48], [0.88, -0.33, -0.63], [-3.51, 2.37, 5.70], [2.54, -2.17, -2.98], [3.50, 2.36, -4.53], [-3.07, 2.74, 2.27], [-6.21, 2.95, 4.80], [0.42, -1.96, -1.83], [-4.77, 0.97, 3.55], [-0.87, 0.49, 0.60]]}

***

{"formula": "C4H2F2", "method": "ωB97M-V/def2-TZVPD", "mol_weight_g_mol": 88.06, "e_homo_ev": -10.30, "charge": 0, "elements": ["C", "F", "C", "H", "H", "F", "C", "C"], "positions_angstrom": [[-0.08, -1.07, -0.03], [-1.40, 0.80, -0.93], [-0.62, -2.18, 0.04], [1.43, 0.22, -1.09], [1.46, 0.53, 1.09], [-1.00, 1.02, 1.15], [0.79, 0.15, -0.24], [-0.57, 0.53, 0.00]]}

***

{"formula": "H12O6", "method": "ωB97M-V/def2-TZVPD", "mol_weight_g_mol": 108.09, "smiles": "O.O.O.O.O.O", "e_homo_ev": -10.85, "charge": 0, "elements": ["H", "O", "H", "H", "H", "H", "H", "H", "H", "H", "H", "O", "O", "O", "H", "O", "O", "H"], "positions_angstrom": [[4.84, -0.29, -0.15], [0.61, -2.98, 2.38], [-5.05, 1.65, 1.22], [-3.15, -2.04, -2.20], [-0.12, 0.55, -1.85], [-3.67, 2.11, 1.48], [-0.98, -0.27, -0.82], [3.44, 3.01, 1.43], [-3.23, -0.56, -1.74], [3.91, -0.05, -1.50], [0.90, -3.96, 2.19], [4.23, -0.70, -0.79], [-0.58, -0.29, -1.66], [-4.50, 2.42, 1.10], [3.12, 2.44, -0.05], [3.33, 3.24, 0.42], [-2.81, -1.39, -1.53], [-0.29, -2.90, 2.08]]}

***

{"formula": "C15H33N5O8S", "method": "ωB97M-V/def2-TZVPD", "mol_weight_g_mol": 443.52, "smiles": "COCCCCCCC(=O)O[C@H](CCC(N)=O)S(C)(=O)=O.NC(N)=O.NC(N)=O", "e_homo_ev": -9.01, "charge": 0, "elements": ["H", "H", "O", "C", "H", "H", "N", "C", "H", "H", "H", "O", "N", "H", "C", "H", "H", "H", "H", "O", "H", "C", "H", "H", "C", "H", "S", "H", "H", "O", "H", "H", "H", "H", "C", "C", "O", "C", "H", "C", "H", "H", "C", "N", "C", "H", "H", "N", "O", "H", "C", "H", "H", "C", "N", "C", "H", "O", "O", "H", "H", "C"], "positions_angstrom": [[5.00, 0.24, 1.55], [0.81, -4.34, -1.80], [-5.07, -2.46, -1.19], [3.19, -1.22, -2.35], [2.27, -1.40, -0.22], [-0.46, -0.01, 4.36], [-2.28, -5.14, -1.78], [-1.17, -4.48, -1.38], [1.28, -0.58, -3.43], [2.34, 1.76, -1.47], [-3.14, -4.92, -1.29], [2.15, 4.22, 3.05], [-0.04, -4.81, -2.06], [-0.44, 0.78, -2.57], [-1.83, 2.03, -0.75], [2.86, -2.22, -2.81], [-2.44, -1.63, -1.20], [-2.30, -5.82, -2.51], [1.24, 0.39, -0.76], [-2.85, 2.07, -1.50], [4.24, -0.96, -2.72], [0.30, 1.64, -2.35], [-4.70, -2.22, 1.82], [-1.56, -2.01, 1.08], [-3.10, -1.25, -0.35], [0.41, 6.85, 2.67], [0.09, 0.44, 1.96], [-3.54, -0.22, -0.63], [-0.48, 5.06, 1.48], [-1.17, -3.64, -0.49], [0.61, 2.12, -3.34], [-0.74, 3.57, -1.91], [-1.75, 1.13, 3.57], [3.52, -0.86, 1.77], [-2.20, -1.06, 0.97], [3.98, -0.06, 1.09], [4.27, -0.51, -0.26], [-0.64, 0.85, 3.64], [0.30, 3.52, 1.54], [-1.22, 0.20, 0.65], [0.29, 2.92, -0.49], [1.85, 6.62, 3.61], [1.61, 0.90, -1.71], [1.15, 6.25, 2.99], [3.27, -1.43, -0.77], [3.37, 0.90, 1.02], [-2.83, -0.89, 1.91], [-4.73, -2.93, 1.09], [0.96, -0.81, 2.01], [-0.11, 1.77, 4.07], [1.25, 4.94, 2.65], [-0.01, -5.49, -2.80], [2.71, 0.56, -3.61], [2.14, -0.10, -2.85], [0.27, 4.49, 1.83], [-0.44, 2.62, -1.32], [-4.05, -3.69, 1.27], [0.99, 1.61, 1.59], [-1.96, 1.45, 0.56], [3.70, -2.49, -0.59], [-0.79, -0.01, -0.39], [-4.35, -2.24, -0.17]]}